1.
{"formula": "C5H11N2", "method": "the ωB97M-V functional and the def2-TZVPD basis", "gap_ev": 6.70, "smiles": "C=C(C=[NH2+])N(C)C", "total_charge": 1, "e_homo_ev": -12.1, "relative_energy_ev": 4.183, "fmax_ha_per_bohr": 0.1150, "multiplicity": 1, "e_tot_ha": -306.22977, "species": ["C", "C", "C", "N", "N", "C", "C", "H", "H", "H", "H", "H", "H", "H", "H", "H", "H", "H"], "xyz": [[0.348, 1.385, -1.463], [0.016, 0.526, -0.516], [-1.842, 0.200, -0.595], [-2.489, -0.967, -0.805], [0.718, 0.027, 0.537], [0.184, -0.759, 1.573], [2.170, 0.226, 0.520], [1.417, 1.716, -1.492], [-0.232, 1.889, -2.109], [-2.445, 1.059, -0.594], [-3.456, -0.760, -0.994], [-2.229, -1.923, -0.834], [0.451, -1.926, 1.352], [0.592, -0.546, 2.592], [-0.950, -0.708, 1.650], [2.617, -0.570, 1.126], [2.529, -0.026, -0.562], [2.601, 1.156, 0.613]]}


2.
{"formula": "C6H13N3", "method": "the ωB97M-V functional and the def2-TZVPD basis", "gap_ev": 9.71, "smiles": "CN1CN=C[C@H]1CCN", "e_homo_ev": -8.9, "relative_energy_ev": 2.916, "fmax_ha_per_bohr": 0.0754, "multiplicity": 1, "e_tot_ha": -400.58586, "species": ["C", "N", "C", "N", "C", "C", "C", "C", "N", "H", "H", "H", "H", "H", "H", "H", "H", "H", "H", "H", "H", "H"], "xyz": [[1.737, 1.651, -0.095], [1.520, 0.277, -0.685], [2.355, -0.642, 0.032], [1.724, -1.863, 0.045], [0.484, -1.766, -0.147], [0.129, -0.275, -0.455], [-0.884, 0.321, 0.576], [-2.232, -0.289, 0.496], [-3.184, -0.161, -0.639], [1.676, 1.638, 1.132], [2.727, 1.977, -0.480], [1.051, 2.341, -0.535], [2.578, -0.322, 1.038], [3.351, -0.662, -0.409], [-0.286, -2.581, -0.234], [-0.524, -0.251, -1.336], [-0.562, 0.323, 1.682], [-0.826, 1.425, 0.450], [-2.187, -1.428, 0.627], [-2.700, -0.024, 1.458], [-3.105, 0.829, -0.851], [-2.844, -0.518, -1.668]]}